[1]
{
  "formula": "C25H28Cl2N6O3SSiSn",
  "method": "the ωB97M-V functional and the def2-TZVPD basis",
  "lumo_ev": 4.3,
  "charge": -2,
  "e_homo_ev": -1.02,
  "homo_lumo_gap_ev": 5.32,
  "relative_energy_kcal_mol": 0.0,
  "species": ["Sn", "N", "C", "S", "N", "N", "C", "C", "C", "C", "C", "C", "C", "O", "H", "H", "H", "H", "H", "H", "H", "C", "C", "C", "C", "C", "C", "N", "N", "Si", "C", "C", "C", "H", "H", "H", "H", "H", "H", "H", "H", "H", "H", "H", "H", "H", "H", "H", "C", "O", "C", "O", "H", "H", "H", "Cl", "C", "C", "C", "C", "C", "Cl", "C", "N", "H", "H", "H"],
  "positions_angstrom": [[0.385, 0.883, -1.620], [-2.672, -0.958, -0.658], [-2.415, -0.396, 0.535], [-0.782, -0.004, 0.929], [-3.506, -0.177, 1.279], [-3.281, 0.396, 2.469], [-4.354, 0.712, 3.104], [-4.384, 1.419, 4.377], [-5.596, 2.018, 4.754], [-5.753, 2.717, 5.937], [-4.681, 2.841, 6.813], [-3.476, 2.246, 6.477], [-3.329, 1.552, 5.287], [-2.121, 0.889, 5.120], [-1.967, -0.894, -1.406], [-3.646, -0.991, -0.913], [-5.325, 0.507, 2.644], [-6.433, 1.923, 4.072], [-6.710, 3.165, 6.175], [-4.782, 3.383, 7.745], [-2.619, 2.296, 7.137], [1.850, 0.706, -5.515], [2.655, -0.007, -4.468], [3.717, -0.837, -4.789], [4.386, -1.467, -3.733], [4.004, -1.256, -2.433], [2.907, -0.389, -2.166], [2.286, 0.209, -3.209], [2.368, -0.110, -0.975], [2.956, -0.402, 0.607], [2.469, 1.039, 1.699], [2.333, -2.005, 1.349], [4.854, -0.453, 0.685], [2.139, 0.397, -6.520], [1.989, 1.786, -5.421], [0.790, 0.501, -5.368], [3.987, -1.014, -5.821], [5.203, -2.149, -3.944], [4.487, -1.777, -1.620], [1.388, 1.128, 1.812], [2.858, 1.970, 1.276], [2.883, 0.919, 2.706], [1.241, -1.995, 1.374], [2.703, -2.135, 2.372], [2.655, -2.861, 0.750], [5.297, 0.312, 0.042], [5.271, -1.420, 0.394], [5.167, -0.256, 1.715], [-0.610, 3.083, 2.800], [-1.532, 2.531, 3.750], [-1.138, 1.414, 4.349], [-0.047, 0.928, 4.337], [-0.743, 2.577, 1.846], [0.414, 2.938, 3.142], [-0.853, 4.141, 2.735], [-1.880, -0.037, -5.436], [-0.929, -1.419, -4.917], [-0.694, -2.410, -5.846], [0.041, -3.539, -5.503], [0.494, -3.644, -4.190], [0.246, -2.648, -3.273], [0.755, -2.916, -1.624], [-0.443, -1.411, -3.558], [-0.674, -0.426, -2.725], [-1.089, -2.289, -6.848], [0.242, -4.317, -6.228], [1.042, -4.520, -3.864]],
  "lowdin_charge": [0.869, 0.068, -0.863, 0.511, -0.061, -0.003, -0.139, -0.135, -0.057, -0.118, -0.114, -0.019, -0.204, 0.096, 0.009, 0.083, 0.097, 0.101, 0.088, 0.087, 0.118, -0.031, -0.347, -0.076, -0.102, -0.046, -0.500, 0.045, -0.200, 0.320, -0.194, -0.201, -0.195, 0.070, 0.077, 0.031, 0.086, 0.091, 0.078, -0.050, 0.030, 0.031, -0.018, 0.022, 0.007, 0.024, 0.007, 0.015, -0.038, -0.017, -0.607, 0.123, 0.048, 0.083, 0.087, 0.584, -0.624, -0.181, -0.160, -0.170, -0.589, 0.689, -0.554, -0.294, 0.080, 0.070, 0.083]
}



[2]
{
  "formula": "C52H81N11O2PPbS2",
  "method": "the ωB97M-V functional and the def2-TZVPD basis",
  "lumo_ev": [-9.3, -7.7],
  "charge": 3,
  "e_homo_ev": [-14.70, -14.72],
  "homo_lumo_gap_ev": [5.36, 7.02],
  "species": ["Pb", "C", "C", "C", "C", "C", "C", "C", "N", "C", "C", "C", "C", "C", "C", "C", "N", "C", "C", "C", "C", "H", "H", "H", "H", "H", "H", "H", "H", "H", "H", "H", "H", "H", "H", "H", "H", "H", "H", "H", "H", "H", "H", "H", "H", "N", "C", "S", "N", "C", "C", "C", "C", "C", "C", "H", "H", "H", "H", "H", "H", "H", "H", "C", "C", "C", "C", "P", "N", "C", "C", "C", "C", "C", "C", "C", "C", "H", "H", "H", "H", "H", "H", "H", "H", "H", "H", "H", "H", "H", "H", "H", "H", "H", "H", "H", "H", "H", "H", "H", "H", "H", "H", "H", "C", "N", "C", "C", "C", "N", "C", "O", "N", "H", "H", "H", "H", "H", "H", "H", "N", "C", "S", "N", "C", "C", "C", "C", "C", "C", "H", "H", "H", "H", "H", "H", "H", "H", "C", "N", "C", "C", "O", "H", "H", "H", "H", "H", "H", "H"],
  "positions_angstrom": [[-0.207, -0.203, 0.160], [2.095, 5.258, 4.655], [0.590, 4.978, 4.503], [-0.107, 6.214, 3.912], [-0.001, 4.684, 5.881], [0.405, 3.811, 3.546], [-0.230, 2.625, 3.894], [-0.341, 1.621, 2.955], [0.125, 1.713, 1.707], [0.747, 2.853, 1.349], [0.890, 3.895, 2.242], [1.279, 2.946, -0.049], [1.924, 4.087, -0.500], [2.416, 4.165, -1.796], [2.229, 3.036, -2.592], [1.584, 1.931, -2.076], [1.104, 1.870, -0.824], [3.123, 5.404, -2.337], [4.537, 5.012, -2.793], [2.326, 5.938, -3.539], [3.233, 6.506, -1.285], [2.244, 6.065, 5.374], [2.552, 5.566, 3.711], [2.626, 4.376, 5.023], [-0.014, 7.052, 4.606], [-1.173, 6.029, 3.749], [0.337, 6.520, 2.961], [0.174, 5.539, 6.535], [0.467, 3.813, 6.350], [-1.083, 4.523, 5.837], [-0.643, 2.471, 4.882], [-0.828, 0.689, 3.214], [1.387, 4.802, 1.931], [2.052, 4.931, 0.158], [2.579, 3.009, -3.616], [1.451, 1.048, -2.687], [4.520, 4.256, -3.581], [5.126, 4.624, -1.957], [5.050, 5.891, -3.188], [2.226, 5.190, -4.329], [2.839, 6.804, -3.962], [1.323, 6.253, -3.236], [3.815, 6.186, -0.416], [2.250, 6.849, -0.950], [3.744, 7.366, -1.720], [4.105, -1.562, -0.890], [3.430, -1.841, -1.997], [1.702, -1.666, -1.971], [4.073, -2.236, -3.094], [5.391, -2.775, -3.302], [5.753, -2.962, -4.630], [6.988, -3.499, -4.947], [7.872, -3.861, -3.940], [7.504, -3.688, -2.618], [6.266, -3.146, -2.286], [3.589, -1.162, -0.110], [5.101, -1.422, -0.928], [3.487, -2.244, -3.913], [5.069, -2.670, -5.423], [7.261, -3.633, -5.985], [8.838, -4.279, -4.186], [8.182, -3.980, -1.825], [6.000, -3.074, -1.244], [-6.556, -0.859, 0.077], [-5.146, -1.012, 0.663], [-5.271, -1.369, 2.151], [-4.411, -2.188, -0.019], [-4.079, 0.524, 0.532], [-2.530, 0.098, 0.878], [-4.525, 1.811, 1.844], [-3.744, 3.099, 1.526], [-4.071, 1.339, 3.238], [-6.026, 2.104, 1.874], [-4.148, 1.258, -1.196], [-2.931, 2.179, -1.414], [-3.996, 0.106, -2.208], [-5.437, 2.031, -1.503], [-7.114, -1.775, 0.290], [-6.556, -0.734, -1.003], [-7.112, -0.035, 0.521], [-5.673, -2.383, 2.225], [-5.962, -0.715, 2.679], [-4.309, -1.348, 2.667], [-4.836, -3.121, 0.364], [-3.336, -2.202, 0.195], [-4.544, -2.196, -1.097], [-2.676, 2.915, 1.379], [-3.851, 3.771, 2.381], [-4.139, 3.623, 0.659], [-3.072, 0.916, 3.219], [-4.748, 0.615, 3.681], [-4.055, 2.211, 3.897], [-6.430, 2.404, 0.911], [-6.180, 2.941, 2.563], [-6.609, 1.268, 2.255], [-2.000, 1.735, -1.052], [-3.045, 3.152, -0.949], [-2.818, 2.345, -2.490], [-3.157, -0.554, -1.966], [-3.796, 0.543, -3.192], [-4.899, -0.490, -2.302], [-5.508, 2.963, -0.946], [-6.337, 1.446, -1.326], [-5.427, 2.296, -2.564], [4.050, -1.420, 3.587], [2.590, -1.601, 3.536], [1.905, -2.195, 4.549], [0.569, -2.364, 4.511], [-0.109, -1.859, 3.366], [0.567, -1.298, 2.363], [1.920, -1.182, 2.399], [2.542, -0.714, 1.437], [-1.444, -1.897, 3.283], [4.402, -1.718, 4.570], [4.297, -0.379, 3.409], [4.533, -2.029, 2.828], [2.498, -2.523, 5.393], [0.042, -2.832, 5.331], [-1.983, -2.345, 4.004], [-1.931, -1.486, 2.491], [-0.171, -2.703, -5.167], [-0.551, -2.442, -3.926], [-0.604, -0.786, -3.354], [-0.934, -3.407, -3.119], [-0.827, -4.817, -3.406], [-1.982, -5.586, -3.409], [-1.889, -6.951, -3.651], [-0.649, -7.533, -3.888], [0.503, -6.752, -3.879], [0.420, -5.387, -3.633], [0.026, -1.935, -5.787], [-0.257, -3.634, -5.553], [-1.154, -3.143, -2.158], [-2.945, -5.114, -3.241], [-2.787, -7.557, -3.668], [-0.580, -8.597, -4.086], [1.470, -7.208, -4.059], [1.311, -4.767, -3.604], [1.647, -4.239, 0.808], [0.439, -4.998, 0.509], [0.456, -6.463, 0.678], [-0.668, -4.400, 0.085], [-0.820, -3.176, -0.069], [2.458, -4.557, 0.152], [1.948, -4.407, 1.843], [1.452, -3.183, 0.643], [1.482, -6.779, 0.835], [0.079, -6.959, -0.214], [-0.134, -6.773, 1.538], [-1.481, -5.106, -0.131]],
  "lowdin_charge": [1.284, -0.028, -0.555, -0.027, -0.055, -0.127, 0.027, -0.136, -0.001, -0.176, 0.058, -0.192, 0.063, -0.127, 0.015, -0.129, 0.003, -0.555, -0.033, -0.030, -0.057, 0.099, 0.082, 0.096, 0.099, 0.093, 0.083, 0.097, 0.092, 0.092, 0.116, 0.077, 0.109, 0.096, 0.122, 0.036, 0.082, 0.095, 0.097, 0.083, 0.098, 0.096, 0.093, 0.092, 0.098, 0.156, -0.727, 0.629, 0.084, -0.211, -0.026, -0.050, -0.056, -0.056, -0.035, 0.060, 0.113, 0.126, 0.119, 0.120, 0.120, 0.118, 0.094, -0.057, -0.595, -0.084, -0.083, 0.977, -0.240, -0.582, -0.074, -0.078, -0.056, -0.595, -0.087, -0.101, -0.060, 0.105, 0.070, 0.076, 0.099, 0.073, 0.060, 0.094, 0.052, 0.066, 0.071, 0.096, 0.070, 0.042, 0.068, 0.097, 0.071, 0.108, 0.073, 0.024, 0.067, 0.098, 0.035, 0.093, 0.071, 0.074, 0.073, 0.104, 0.024, -0.023, -0.013, 0.022, -0.370, 0.059, -0.533, -0.038, 0.202, 0.100, 0.103, 0.098, 0.147, 0.126, 0.126, 0.049, 0.167, -0.819, 0.671, 0.077, -0.257, -0.014, -0.050, -0.053, -0.055, -0.034, 0.117, 0.130, 0.097, 0.124, 0.120, 0.120, 0.117, 0.112, -0.027, -0.151, -0.010, -0.314, -0.152, 0.100, 0.100, 0.037, 0.095, 0.090, 0.098, 0.152]
}



[3]
{
  "formula": "C5H7BrO",
  "method": "the ωB97M-V functional and the def2-TZVPD basis",
  "lumo_ev": [0.2, 0.3],
  "charge": 0,
  "e_homo_ev": [-8.08, -8.09],
  "homo_lumo_gap_ev": [8.23, 8.42],
  "relative_energy_kcal_mol": 129.3,
  "species": ["C", "C", "C", "C", "C", "O", "Br", "H", "H", "H", "H", "H", "H", "H"],
  "positions_angstrom": [[-1.155, -0.554, -1.826], [-0.522, -0.243, -0.850], [-1.919, -0.922, -3.020], [2.416, -0.079, 1.761], [0.825, 1.367, 2.595], [1.521, 0.263, 2.630], [-0.705, 1.268, 3.901], [-2.902, -1.071, -2.562], [-1.682, -1.729, -3.597], [-1.993, -0.027, -3.644], [2.451, 0.348, 0.845], [0.010, 0.205, -0.122], [3.102, -0.852, 2.133], [0.554, 2.025, 1.755]],
  "lowdin_charge": [-0.180, 0.111, -0.096, -0.025, -0.538, -0.189, 0.546, 0.085, 0.040, 0.086, 0.040, -0.037, 0.092, 0.065]
}



[4]
{
  "formula": "C6H9NS",
  "method": "the ωB97M-V functional and the def2-TZVPD basis",
  "lumo_ev": 0.9,
  "charge": 0,
  "e_homo_ev": -8.04,
  "homo_lumo_gap_ev": 8.94,
  "relative_energy_kcal_mol": 82.1,
  "species": ["C", "C", "C", "C", "C", "C", "H", "H", "H", "H", "H", "H", "H", "H", "H", "N", "S"],
  "positions_angstrom": [[0.890, -1.430, -0.102], [0.796, -0.410, 0.960], [0.706, -0.236, -1.072], [-0.871, 0.218, -1.109], [-1.017, 1.232, 0.101], [-0.803, 0.047, 1.106], [0.168, -2.294, -0.175], [1.852, -1.996, 0.067], [1.329, -0.446, 1.907], [1.430, 1.483, -0.011], [1.162, -0.327, -2.034], [-1.432, 0.546, -2.065], [-2.013, 1.532, 0.129], [-0.532, 2.212, 0.273], [-1.186, 0.226, 2.126], [1.481, 0.495, -0.056], [-1.960, -0.851, -0.047]],
  "lowdin_charge": [-0.190, -0.251, -0.261, -0.386, -0.302, -0.390, 0.088, 0.128, 0.127, 0.079, 0.116, 0.121, 0.045, 0.107, 0.098, 0.007, 0.862]
}



[5]
{
  "formula": "C9H10N2O2",
  "method": "the ωB97M-V functional and the def2-TZVPD basis",
  "lumo_ev": 0.3,
  "charge": 0,
  "e_homo_ev": -8.81,
  "homo_lumo_gap_ev": 9.08,
  "relative_energy_kcal_mol": 83.4,
  "smiles": "O[C@@H]1C=CC=C(n2ccnc2)[C@H]1O",
  "species": ["O", "C", "C", "C", "C", "C", "N", "C", "C", "N", "C", "C", "O", "H", "H", "H", "H", "H", "H", "H", "H", "H", "H"],
  "positions_angstrom": [[-3.114, 1.498, 0.013], [-2.091, 0.575, -0.361], [-2.613, -0.765, 0.088], [-1.768, -1.716, 0.414], [-0.340, -1.630, 0.376], [0.250, -0.453, 0.284], [1.598, -0.251, 0.273], [2.505, -0.823, -0.545], [3.676, -0.065, -0.496], [3.465, 0.921, 0.413], [2.234, 0.817, 0.772], [-0.792, 0.866, 0.328], [-0.249, 2.001, -0.165], [-2.785, 2.268, -0.359], [-2.138, 0.592, -1.444], [-3.624, -0.856, -0.176], [-2.290, -2.696, 0.536], [0.084, -2.604, 0.281], [2.071, -1.678, -1.219], [4.571, -0.305, -0.868], [1.888, 1.576, 1.369], [-0.902, 1.085, 1.409], [0.367, 1.645, -0.923]],
  "lowdin_charge": [0.010, -0.324, -0.028, -0.096, -0.028, -0.107, -0.054, -0.062, -0.115, 0.074, -0.196, -0.278, -0.020, 0.049, 0.163, 0.107, 0.124, 0.113, 0.156, 0.053, 0.113, 0.174, 0.173]
}



Q: Which energy values were calculated for the entries above? A: -91055.35780, -111914.71094, -77381.90769, -18689.65104, -16567.10446, in eV.